(1)
Density functional theory data (the ωB97M-V functional and the def2-TZVPD basis) for a structure of composition C40H37BBrCrN2O4SeSi.

Total charge: -2
Multiplicity: 2
Expectation value of S²: 0.7771
Highest occupied orbital energy (spin up / spin down) in eV: -1.07 / -1.07

Geometry as XYZ:
```
88
Properties=species:S:1:pos:R:3:lowdin_charge:R:1
Cr 0.701 0.440 0.329 0.6151
C -3.059 -1.050 1.947 -0.0492
C -2.669 -2.088 2.792 -0.0729
C -1.331 -2.425 2.863 -0.0187
C -0.400 -1.714 2.100 -0.2213
N -0.797 -0.690 1.305 0.0182
C -2.087 -0.388 1.226 -0.1138
C 1.028 -1.938 2.035 -0.1931
C 1.693 -3.004 2.643 -0.0530
C 3.056 -3.149 2.493 -0.1150
C 3.769 -2.230 1.721 -0.1030
C 3.109 -1.179 1.120 -0.0959
C 1.733 -0.989 1.250 -0.1711
H -4.096 -0.764 1.849 0.1034
H -3.406 -2.626 3.375 0.0968
H -1.013 -3.231 3.509 0.1007
H -2.338 0.409 0.535 0.0423
H 1.132 -3.725 3.224 0.0940
H 3.574 -3.978 2.961 0.0843
H 4.839 -2.350 1.595 0.0900
H 3.661 -0.478 0.508 0.1003
C -8.617 2.806 -0.543 -0.0858
C -7.172 2.495 -0.832 -0.3116
C -6.150 2.923 0.000 -0.0506
C -4.817 2.651 -0.269 -0.3189
C -3.779 3.120 0.707 -0.1018
C -4.481 1.935 -1.427 -0.5794
Se -2.674 1.560 -1.886 0.7038
C -5.511 1.488 -2.272 -0.3320
C -5.185 0.697 -3.501 -0.1272
C -6.827 1.770 -1.964 -0.0520
H -8.746 3.187 0.469 0.0599
H -9.238 1.916 -0.664 0.0640
H -8.992 3.563 -1.236 0.0654
H -6.393 3.499 0.888 0.1020
H -4.064 4.074 1.150 0.0690
H -2.821 3.232 0.206 0.0155
H -3.658 2.394 1.515 0.0666
H -4.651 -0.214 -3.228 0.0572
H -4.522 1.275 -4.145 0.0533
H -6.086 0.430 -4.057 0.0597
H -7.612 1.425 -2.629 0.1011
Br 1.826 0.877 -7.394 0.6648
C 0.668 0.231 -6.028 -0.6647
C -0.664 0.010 -6.322 -0.2168
N -1.513 -0.432 -5.411 0.0733
C -1.087 -0.614 -4.173 -0.1085
C 0.242 -0.429 -3.794 -0.0801
C 1.155 -0.020 -4.763 -0.0524
C 0.729 -0.599 -2.375 -0.6271
O 1.785 -1.195 -2.164 0.0487
O 0.007 -0.056 -1.496 -0.1431
H -1.064 0.182 -7.315 0.0903
H -1.827 -0.932 -3.452 0.0893
H 2.200 0.098 -4.508 0.1205
C 0.112 3.610 2.305 -0.2208
Si 0.789 1.782 2.367 0.6570
C 2.540 2.085 3.194 -0.2181
C -0.201 1.084 3.889 -0.2703
C 0.346 0.067 4.671 -0.1199
C -0.351 -0.499 5.722 -0.1152
C -1.630 -0.066 6.026 -0.1280
C -2.210 0.918 5.245 -0.1121
C -1.506 1.471 4.191 -0.1091
H 0.061 4.091 3.280 0.0135
H -0.880 3.640 1.867 -0.0037
H 0.755 4.211 1.667 0.0108
H 2.487 2.668 4.111 0.0105
H 3.193 2.606 2.499 0.0070
H 3.022 1.140 3.425 -0.0033
H 1.345 -0.284 4.452 0.0937
H 0.103 -1.288 6.312 0.0911
H -2.172 -0.492 6.862 0.0846
H -3.216 1.253 5.463 0.0914
H -1.981 2.233 3.591 0.0864
O 0.609 2.633 -0.919 0.0511
B 1.720 1.749 -0.870 -0.4985
O 2.461 1.955 -2.055 0.1314
C 1.787 2.858 -2.804 -0.2182
C 2.083 3.354 -4.058 -0.0237
C 1.194 4.276 -4.601 -0.1176
C 0.080 4.701 -3.892 -0.1077
C -0.208 4.222 -2.622 -0.0151
C 0.645 3.273 -2.099 -0.2268
H 2.970 3.030 -4.584 0.1064
H 1.364 4.662 -5.598 0.0875
H -0.588 5.425 -4.342 0.0910
H -1.075 4.558 -2.077 0.1040
```


(2)
Density functional theory data (the ωB97M-V functional and the def2-TZVPD basis) for the molecule C3H7NO2.

SMILES string: CNCC(=O)O
Energy relative to the best compared isomer or geometry (same formula, charge and spin) in kcal/mol: 21.09
Highest occupied orbital energy in eV: -8.72

Geometry as XYZ:
```
13
Properties=species:S:1:pos:R:3:nbo_charge:R:1
C 0.682 -2.206 1.233 -0.4067
N 0.675 -1.129 0.278 -0.6387
C -0.535 -0.376 0.168 -0.3216
C -0.249 0.958 -0.454 0.7934
O 0.791 1.543 -0.326 -0.5961
O -1.304 1.452 -1.127 -0.6778
H 1.666 -2.642 1.409 0.2092
H 0.394 -1.826 2.236 0.1577
H -0.001 -3.014 0.970 0.1884
H 1.508 -0.571 0.209 0.3928
H -1.286 -0.915 -0.411 0.2104
H -0.956 -0.127 1.162 0.1933
H -1.152 2.398 -1.262 0.4958
```


(3)
Density functional theory data (the ωB97M-V functional and the def2-TZVPD basis) for a structure of composition C22H19BrInN3O5Te.

Energy relative to the best compared isomer or geometry (same formula, charge and spin) in kcal/mol: 23.20
Highest occupied orbital energy in eV: -8.80

Geometry as XYZ:
```
52
Properties=species:S:1:pos:R:3:nbo_charge:R:1
In 0.658 1.181 -0.055 1.5442
N 1.963 0.503 1.777 -0.8553
C 1.529 1.325 2.931 -0.3082
C 0.762 2.523 2.358 0.6151
O -0.349 2.796 2.838 -0.7040
N 1.364 2.991 1.261 -0.7311
C 0.796 4.172 0.581 -0.3458
C -0.222 3.663 -0.435 0.7798
O -1.425 3.829 -0.298 -0.6485
O 0.298 2.819 -1.298 -0.8308
H 2.225 -0.440 2.041 0.3985
H 2.780 0.949 1.366 0.4155
H 2.397 1.644 3.510 0.2102
H 0.847 0.764 3.566 0.2194
H 1.618 4.641 0.041 0.2162
H 0.338 4.878 1.272 0.2194
Te -1.978 1.509 1.015 0.9961
C -2.864 0.699 -0.739 -0.3085
C -4.122 1.168 -1.094 -0.2296
C -4.745 0.693 -2.241 -0.1891
C -4.112 -0.249 -3.035 -0.2029
C -2.854 -0.718 -2.683 -0.2185
C -2.229 -0.244 -1.539 -0.1729
C -2.048 -0.370 2.006 -0.3256
C -3.033 -0.554 2.971 -0.1626
C -3.174 -1.782 3.604 -0.2195
C -2.331 -2.833 3.276 -0.2041
C -1.341 -2.653 2.320 -0.1953
C -1.197 -1.425 1.689 -0.2472
H -4.618 1.914 -0.486 0.2200
H -5.723 1.067 -2.513 0.2165
H -4.594 -0.616 -3.932 0.2167
H -2.352 -1.451 -3.301 0.2174
H -1.252 -0.638 -1.284 0.2084
H -3.693 0.263 3.236 0.2122
H -3.944 -1.914 4.352 0.2188
H -2.444 -3.792 3.764 0.2181
H -0.679 -3.469 2.060 0.2160
H -0.415 -1.314 0.945 0.2169
Br 7.074 -1.345 -3.550 0.0841
C 5.346 -1.816 -2.959 -0.1423
C 4.897 -3.122 -3.117 0.0363
N 3.694 -3.523 -2.723 -0.3985
C 2.894 -2.626 -2.156 0.0785
C 3.263 -1.301 -1.957 -0.2095
C 4.522 -0.881 -2.369 -0.1378
C 2.339 -0.338 -1.310 0.7809
O 2.700 0.830 -1.053 -0.6829
O 1.155 -0.725 -1.003 -0.7642
H 5.536 -3.865 -3.580 0.2090
H 1.915 -2.965 -1.843 0.2155
H 4.827 0.147 -2.227 0.2550
```


(4)
Density functional theory data (the ωB97M-V functional and the def2-TZVPD basis) for a cluster of 2 separate species, C6H7ClO3Si in total.

Energy relative to the best compared isomer or geometry (same formula, charge and spin) in kcal/mol: 26.90
Highest occupied orbital energy in eV: -8.04

Geometry as XYZ:
```
18
Properties=species:S:1:pos:R:3:nbo_charge:R:1
C 2.676 0.903 -0.301 -0.1713
C 1.789 1.469 0.610 -0.2117
C 2.388 -0.339 -0.890 -0.2147
C 0.501 0.986 0.769 -0.1368
C 1.140 -0.920 -0.662 -0.1661
C 0.243 -0.303 0.194 -0.6054
O -1.833 -2.372 -0.251 -1.0814
O -2.427 -0.311 1.456 -1.1538
O -2.666 0.629 -1.159 -0.9158
Si -1.468 -0.930 0.363 2.3029
Cl -4.090 0.966 -0.559 0.1699
H 3.636 1.480 -0.565 0.2265
H 2.081 2.331 1.137 0.2170
H 2.907 -0.900 -1.674 0.2246
H -0.106 1.428 1.465 0.2236
H 0.978 -1.696 -1.393 0.2311
H -2.613 -2.778 0.155 0.5230
H -3.135 0.355 1.305 0.5384
```


What is the formula in the fourth record? C6H7ClO3Si